No. 1
{"formula": "C3H3Br2F", "method": "ωB97M-V/def2-TZVPD", "fmax_ev_per_a": 3.29, "de_lowest_ev": 2.221, "e_lumo_ev": [-1.52, -3.39], "e_homo_ev": [-10.21, -8.94], "gap_ev": [8.7, 5.5], "elements": ["C", "F", "Br", "Br", "H", "H", "C", "H", "C"], "coordinates": [[1.213, -0.207, 1.196], [-1.669, -0.140, 0.747], [-2.417, 1.948, -2.111], [1.593, -0.362, -1.696], [0.602, 0.135, 1.959], [-1.248, -0.653, -1.187], [-0.849, -0.223, -0.321], [2.248, -0.228, 1.439], [0.526, -0.269, -0.026]]}

***

No. 2
{"formula": "C3H3Br2N4", "method": "ωB97M-V/def2-TZVPD", "fmax_ev_per_a": 3.98, "de_lowest_ev": 0.769, "total_charge": -1, "e_lumo_ev": 2.74, "e_homo_ev": -4.83, "gap_ev": 7.6, "elements": ["H", "N", "Br", "C", "C", "N", "Br", "C", "H", "N", "N", "H"], "coordinates": [[-1.094, -0.459, -1.170], [2.181, -0.454, 0.190], [-2.227, 1.116, 1.846], [-1.515, 1.508, 0.062], [0.886, -0.791, 0.062], [0.698, -2.027, 0.544], [-2.630, 1.614, -1.435], [-0.169, 0.072, -0.716], [0.286, 0.772, -1.371], [2.767, -1.471, 0.777], [1.838, -2.430, 0.967], [-1.021, 2.550, 0.245]]}

***

No. 3
{"formula": "C3H3Br2NO", "method": "ωB97M-V/def2-TZVPD", "fmax_ev_per_a": 9.83, "de_lowest_ev": 0.000, "multiplicity": 3, "e_lumo_ev": [0.46, -2.62], "e_homo_ev": [-5.91, -10.47], "gap_ev": [6.4, 7.8], "elements": ["C", "C", "N", "Br", "Br", "C", "H", "H", "H", "O"], "coordinates": [[-1.204, -1.817, 1.576], [-0.149, 1.237, 0.284], [-1.955, -1.080, 1.025], [-1.427, 1.452, -1.161], [-0.176, 2.691, 1.462], [0.430, 0.032, 0.307], [1.052, -0.198, 1.159], [0.196, -0.621, -0.377], [-2.632, -0.474, 1.448], [-0.396, -2.532, 1.988]]}

***

No. 4
{"formula": "C3H3Br2P", "method": "ωB97M-V/def2-TZVPD", "fmax_ev_per_a": 2.96, "de_lowest_ev": 1.659, "e_lumo_ev": [-0.94, -0.94], "e_homo_ev": [-8.44, -8.44], "gap_ev": [7.5, 7.5], "elements": ["Br", "C", "C", "C", "Br", "H", "P", "H", "H"], "coordinates": [[3.072, -1.855, 0.272], [-0.254, -0.513, -0.094], [0.518, 0.559, 0.352], [-0.822, -1.454, -0.586], [4.205, 1.201, -0.057], [0.644, 0.796, 1.446], [2.627, -0.038, -0.961], [-1.231, -2.060, -1.361], [0.421, 1.472, -0.278]]}

***

No. 5
{"formula": "C3H3Br3Cl6", "method": "ωB97M-V/def2-TZVPD", "fmax_ev_per_a": 1.81, "de_lowest_ev": 0.516, "smiles": "BrC(Br)Br.ClC(Cl)Cl.ClC(Cl)Cl", "e_lumo_ev": -0.62, "e_homo_ev": -10.57, "gap_ev": 10.0, "elements": ["Br", "H", "Cl", "Cl", "Cl", "Cl", "C", "Br", "Br", "C", "H", "H", "Cl", "Cl", "C"], "coordinates": [[12.541, 6.871, 3.382], [11.594, 9.162, 3.374], [17.053, 2.494, -2.860], [9.640, 1.600, 0.843], [6.879, 2.151, 1.488], [7.824, 2.807, -1.160], [15.497, 1.716, -2.420], [9.948, 8.087, 5.040], [12.925, 9.330, 5.559], [11.689, 8.494, 4.230], [8.549, 3.628, 0.942], [15.204, 2.217, -1.497], [15.648, -0.003, -2.009], [14.180, 2.077, -3.523], [8.308, 2.631, 0.572]]}

***

No. 6
{"formula": "C3H3Br3S", "method": "ωB97M-V/def2-TZVPD", "fmax_ev_per_a": 3.01, "de_lowest_ev": 0.000, "e_lumo_ev": -1.42, "e_homo_ev": -9.43, "gap_ev": 8.0, "elements": ["H", "Br", "Br", "H", "C", "Br", "S", "C", "C", "H"], "coordinates": [[-1.289, -1.497, 1.158], [0.631, 2.286, -0.194], [2.442, -0.133, 0.570], [-0.174, -0.045, 1.638], [1.003, 0.445, -0.570], [-2.446, 0.664, 0.525], [-0.329, -1.366, -1.823], [-0.125, -0.489, -0.462], [-0.882, -0.445, 0.812], [1.168, 0.579, -1.653]]}

***

No. 7
{"formula": "C3H3BrClF", "method": "ωB97M-V/def2-TZVPD", "fmax_ev_per_a": 2.37, "de_lowest_ev": 2.492, "e_lumo_ev": -1.07, "e_homo_ev": -9.52, "gap_ev": 8.5, "elements": ["F", "H", "Br", "C", "C", "Cl", "H", "H", "C"], "coordinates": [[-0.508, -0.267, -0.346], [-1.170, -1.216, 1.803], [1.883, -2.733, -1.332], [-1.747, -0.321, 1.548], [0.585, -2.809, 0.078], [1.185, -3.844, 1.232], [-2.055, 0.913, -0.188], [-2.526, 0.027, 2.191], [-1.624, 0.117, 0.334]]}

***

No. 8
{"formula": "C3H3BrClFO", "method": "ωB97M-V/def2-TZVPD", "fmax_ev_per_a": 2.57, "de_lowest_ev": 0.772, "smiles": "F[C@H](Cl)Br.C=C=O", "e_lumo_ev": 0.53, "e_homo_ev": -9.57, "gap_ev": 10.1, "elements": ["Br", "O", "C", "Cl", "C", "H", "H", "H", "F", "C"], "coordinates": [[-1.425, -1.154, -0.276], [1.354, -0.131, 1.303], [-2.251, 0.434, 0.438], [-3.244, 1.237, -0.827], [2.014, -0.237, 0.345], [1.862, -0.429, -1.615], [3.655, -0.370, -1.084], [-1.461, 0.957, 1.050], [-3.073, 0.070, 1.474], [2.569, -0.377, -0.808]]}

***

No. 9
{"formula": "C3H3BrF2", "method": "ωB97M-V/def2-TZVPD", "fmax_ev_per_a": 6.16, "de_lowest_ev": 2.385, "e_lumo_ev": 0.79, "e_homo_ev": -9.79, "gap_ev": 10.6, "elements": ["H", "Br", "F", "C", "F", "C", "C", "H", "H"], "coordinates": [[-1.395, -0.598, -0.279], [1.310, 0.738, 2.123], [-0.534, -1.153, 1.839], [-0.626, 0.055, -0.495], [1.274, -1.529, 0.781], [-0.215, 0.870, -1.417], [0.473, -0.594, 1.113], [0.771, 1.178, -1.550], [-1.058, 1.032, -2.115]]}

***

No. 10
{"formula": "C3H3BrF2", "method": "ωB97M-V/def2-TZVPD", "fmax_ev_per_a": 6.09, "de_lowest_ev": 1.355, "smiles": "C=CC(F)(F)Br", "e_lumo_ev": 0.75, "e_homo_ev": -10.64, "gap_ev": 11.4, "elements": ["F", "H", "C", "H", "C", "F", "H", "C", "Br"], "coordinates": [[0.842, -1.727, -1.273], [-0.073, 2.531, 0.563], [0.259, 0.636, -0.398], [-0.599, 0.969, 1.519], [0.026, -1.217, -0.317], [-1.184, -1.440, -0.692], [0.477, 0.869, -1.359], [-0.197, 1.386, 0.586], [0.449, -2.007, 1.371]]}